Arrangement P

C4H8N4 | wB97M-V/def2-TZVPD

The net charge is 0. Its SMILES is C/N=c1\cc[nH]n1N.

The geometry in XYZ format:
```
16
Properties=species:S:1:pos:R:3:mulliken_charge:R:1
C -0.368 -2.267 -0.215 -0.921
N -0.025 -1.306 0.716 -0.633
N -0.093 1.250 2.009 -0.853
H -0.861 0.712 2.207 0.272
C 0.297 1.470 -1.374 -0.420
C 0.075 0.142 -1.303 -0.114
N 0.471 0.961 0.842 0.544
H 0.550 1.177 2.906 0.248
H -0.027 2.027 -2.265 0.344
H 0.479 2.757 0.284 0.318
H -0.054 -0.959 -1.875 0.188
N 0.855 1.998 -0.168 -0.381
C 0.253 -0.160 0.156 0.564
H -1.131 -2.107 -1.130 0.187
H -1.015 -3.327 0.036 0.234
H 0.593 -2.369 -0.828 0.424
```

Arrangement Q

C4H8N4 | wB97M-V/def2-TZVPD

The net charge is 0.

The geometry in XYZ format:
```
16
Properties=species:S:1:pos:R:3:mulliken_charge:R:1
H 2.308 2.743 1.103 0.349
N -2.188 -1.704 0.361 -0.587
H 1.962 1.326 1.886 0.215
H 1.943 -0.976 -1.105 0.362
C 1.567 2.091 1.012 -0.689
H -0.390 -1.821 -2.235 0.381
N -0.662 0.237 0.197 -0.235
C -0.318 -1.391 -1.288 -0.440
C 0.692 0.439 -0.386 0.351
H -3.234 -1.297 0.266 0.262
H 0.419 2.079 0.965 0.095
N 0.678 -0.484 -1.370 -0.446
N 1.734 1.106 -0.016 -0.557
H -1.099 1.173 0.947 0.411
H -2.332 -2.540 -0.063 0.244
C -1.079 -0.981 -0.275 0.283
```

Arrangement R

C4H8N4 | wB97M-V/def2-TZVPD

The net charge is 0. Its SMILES is C=NN/C=C\N=N\C.

The geometry in XYZ format:
```
16
Properties=species:S:1:pos:R:3:mulliken_charge:R:1
H -3.252 0.040 -0.062 0.266
H 1.022 2.797 -0.632 0.297
H 1.588 -3.638 0.142 0.234
H -0.193 -2.413 0.243 0.189
C 0.949 -2.717 0.558 -0.446
H -1.389 -0.318 0.120 0.180
H 0.953 -2.831 1.815 0.202
N 1.612 -1.457 0.104 -0.779
C 1.188 0.733 -0.332 -0.321
C 0.514 1.859 -0.458 -0.042
H 2.242 0.915 -0.602 0.257
C -2.187 0.403 -0.089 -0.131
N 0.754 -0.590 0.003 0.393
N -2.047 1.692 -0.169 -0.700
N -0.827 2.234 -0.363 0.149
H -0.927 3.289 -0.279 0.251
```

Q: Which of them is the least stable? A: arrangement Q.

Arrangement P

C4H10NO | wB97M-V/def2-TZVPD

The net charge is +1.

The geometry in XYZ format:
```
16
Properties=species:S:1:pos:R:3:mulliken_charge:R:1
H -2.237 -0.581 1.371 0.363
O 2.026 -1.795 -2.294 -0.367
H 1.278 0.382 0.312 0.281
H -2.724 1.079 0.977 0.370
H 0.067 -1.434 -2.132 0.207
C -0.623 0.802 1.105 0.784
H 0.039 -1.006 0.343 0.291
C 0.306 0.004 0.609 -0.994
H -2.145 0.698 2.593 0.364
H -0.461 2.719 0.313 0.375
C 0.884 -2.136 -2.378 -0.096
H 0.700 2.382 1.434 0.378
C -2.006 0.466 1.533 -1.282
N -0.293 2.256 1.216 -0.314
H -0.834 2.735 1.936 0.382
H 0.586 -3.149 -2.682 0.259
```

Arrangement Q

C4H10NO | wB97M-V/def2-TZVPD

The net charge is +1.

The geometry in XYZ format:
```
16
Properties=species:S:1:pos:R:3:mulliken_charge:R:1
H -2.769 -0.614 -0.377 0.321
H 2.569 -0.085 -0.746 0.388
H -0.039 1.680 0.393 0.463
H -1.652 0.595 -1.348 0.467
H -1.472 -1.128 -1.602 0.307
H 0.766 -1.797 -0.901 0.429
N -0.522 -0.364 0.075 0.486
C -1.732 -0.263 -0.819 -0.846
C -0.546 0.877 0.951 -0.955
H 2.590 -1.146 0.465 0.339
O -0.607 -1.543 0.848 -0.475
C 1.997 -0.362 0.075 -1.097
H 1.800 0.449 0.742 0.302
C 0.749 -0.843 -0.353 0.176
H -1.561 1.089 1.259 0.365
H 0.149 0.708 1.885 0.328
```

Arrangement R

C4H10NO | wB97M-V/def2-TZVPD

The net charge is +1.

The geometry in XYZ format:
```
16
Properties=species:S:1:pos:R:3:mulliken_charge:R:1
H 0.907 1.545 0.300 0.462
N 2.007 -0.950 -1.115 -0.557
H -1.124 -1.319 -1.142 0.407
H 1.493 -0.400 -0.442 0.175
O -2.779 -0.614 -0.304 -0.362
C -0.904 0.880 -0.601 -0.378
H 2.921 -0.562 -1.291 0.250
H 2.012 -1.929 -0.880 0.258
H -0.053 -0.916 1.715 0.384
C -0.134 0.184 1.680 -0.868
H -1.634 1.654 -0.362 0.375
H 0.475 0.663 2.444 0.319
H -0.491 1.123 -1.582 0.345
H -1.194 0.344 1.889 0.400
C -1.671 -0.459 -0.709 -0.051
C 0.168 0.755 0.399 -0.158
```

Arrangement S

C4H10NO | wB97M-V/def2-TZVPD

The net charge is +1. Its SMILES is CC[C@H]([NH3+])C=O.

The geometry in XYZ format:
```
16
Properties=species:S:1:pos:R:3:mulliken_charge:R:1
H 1.689 0.597 -0.128 0.304
H -0.500 -1.383 0.599 0.362
O 2.293 -1.837 -0.293 -0.378
H -1.481 0.340 2.289 0.402
H 0.562 0.951 -2.271 0.357
C -1.242 0.647 1.329 -1.378
H -0.314 1.611 -0.785 0.428
H -2.189 0.590 0.640 0.340
H 0.567 -0.485 1.786 0.303
N -0.021 0.759 -1.428 -0.345
C 0.733 -0.002 -0.324 0.005
C 1.263 -1.416 -0.748 -0.234
C -0.188 -0.301 0.847 -0.380
H -0.933 0.194 -1.632 0.399
H -1.004 1.703 1.617 0.361
H 0.765 -1.969 -1.500 0.453
```

Q: Which of them is the least stable? A: arrangement Q.

Arrangement P

C4H10NO | wB97M-V/def2-TZVPD

The net charge is +1.

The geometry in XYZ format:
```
16
Properties=species:S:1:pos:R:3:mulliken_charge:R:1
H -2.609 0.929 0.000 0.380
C -0.724 -1.149 0.421 -0.410
H -1.560 2.157 -0.089 0.360
H 2.273 1.293 -0.692 0.240
H -0.194 -1.626 1.314 0.267
H 4.039 0.937 -0.041 0.322
C -0.437 0.297 0.150 0.146
N 0.182 -0.850 -0.636 -0.206
H 0.308 0.786 0.743 0.524
C 2.997 0.733 -0.112 -0.098
H 1.340 -0.838 -0.326 0.378
H -1.755 1.119 -1.474 0.336
H -1.762 -1.388 0.246 0.326
H -0.001 -0.748 -1.604 0.280
O 2.586 0.060 0.800 -0.458
C -1.622 1.148 -0.383 -1.386
```

Arrangement Q

C4H10NO | wB97M-V/def2-TZVPD

The net charge is +1.

The geometry in XYZ format:
```
16
Properties=species:S:1:pos:R:3:mulliken_charge:R:1
H -1.385 -0.944 0.583 0.301
C 0.568 -0.983 -0.245 0.723
O -2.946 2.198 1.442 -0.632
C -0.899 -0.779 -0.385 -1.242
C 2.241 0.740 -0.614 -0.163
H 0.722 -2.999 -0.583 0.279
H 2.684 0.120 -1.370 0.307
N 1.236 0.290 0.019 -0.031
H 2.342 -2.134 -0.264 0.324
H -1.357 -1.446 -1.118 0.386
C 1.269 -2.088 -0.381 -0.880
H -3.121 3.084 1.098 0.323
H -1.258 0.198 -0.715 0.381
H -3.554 2.139 2.190 0.320
H 2.598 1.738 -0.428 0.273
H 0.859 0.865 0.772 0.331
```

Arrangement R

C4H10NO | wB97M-V/def2-TZVPD

The net charge is +1.

The geometry in XYZ format:
```
16
Properties=species:S:1:pos:R:3:mulliken_charge:R:1
H -0.523 -0.760 -1.235 0.197
O -2.593 0.083 -0.640 -0.648
C 0.507 1.162 2.134 -1.139
H -0.749 -0.307 1.030 0.353
H 0.548 0.548 3.031 0.330
H 2.305 -1.297 -1.854 0.273
H -0.203 1.984 2.127 0.320
H 1.478 1.630 1.985 0.330
C 0.964 0.107 -0.067 -0.154
C 0.170 0.260 0.981 -0.098
H -3.012 -0.383 -1.383 0.314
H 1.891 0.639 -0.230 0.322
C 1.234 -1.298 -1.981 -0.083
H 0.782 -1.888 -2.765 0.258
N 0.490 -0.710 -1.141 0.102
H -3.289 0.229 0.009 0.322
```

Q: Which of them is the least stable? A: arrangement P.

Arrangement P

H3O3PS | wB97M-V/def2-TZVPD

The net charge is 0. Its SMILES is O=PO.OS.

The geometry in XYZ format:
```
8
Properties=species:S:1:pos:R:3:mulliken_charge:R:1
O 1.015 1.603 1.451 -0.434
H -1.157 -0.575 -2.956 0.146
O 1.133 -0.805 1.489 -0.538
P 1.249 0.342 0.530 0.610
H -0.731 -1.178 -0.190 0.375
S -2.020 -0.580 -1.963 -0.049
H 1.258 1.587 2.443 0.357
O -0.747 -0.394 -0.803 -0.467
```

Arrangement Q

H3O3PS | wB97M-V/def2-TZVPD

The net charge is 0. Its SMILES is OP(O)(O)=S.

The geometry in XYZ format:
```
8
Properties=species:S:1:pos:R:3:mulliken_charge:R:1
S 0.595 2.276 -1.086 -0.416
H -0.120 -0.638 -2.177 0.368
H -1.944 0.313 0.287 0.361
P 0.121 0.276 -0.103 0.764
O -0.421 -0.796 -1.257 -0.492
O -1.117 0.328 0.872 -0.463
O 1.277 -0.313 0.892 -0.450
H 0.938 -0.789 1.633 0.328
```

Q: Which of them is the least stable? A: arrangement P.

Arrangement P

C4H3F3 | wB97M-V/def2-TZVPD

The net charge is 0.

The geometry in XYZ format:
```
10
Properties=species:S:1:pos:R:3:mulliken_charge:R:1
C -0.229 -1.325 -0.522 -0.865
C 1.513 1.952 0.505 -0.273
H -1.125 -1.626 -1.175 0.300
F 2.507 1.306 -0.097 -0.116
H 0.649 -1.327 -1.161 0.325
C -0.553 -0.027 0.047 0.455
C 0.181 1.157 0.425 0.356
F -0.679 2.010 1.063 -0.215
F -1.802 -0.104 0.496 -0.222
H -0.462 -2.015 0.419 0.256
```

Arrangement Q

C4H3F3 | wB97M-V/def2-TZVPD

The net charge is 0.

The geometry in XYZ format:
```
10
Properties=species:S:1:pos:R:3:mulliken_charge:R:1
F 2.118 0.935 0.763 -0.188
C 1.723 0.623 -0.477 0.109
H -1.406 1.194 1.391 0.361
F 1.717 -0.708 -0.625 -0.165
H 2.240 1.159 -1.262 0.238
H -0.671 -2.817 -0.071 0.380
C -1.231 -0.647 0.270 -0.075
C -1.535 0.664 0.464 -0.578
C -0.945 -1.814 0.080 0.132
F -2.010 1.411 -0.534 -0.215
```

Arrangement R

C4H3F3 | wB97M-V/def2-TZVPD

The net charge is 0. Its SMILES is C=C(F)/C(F)=C\F.

The geometry in XYZ format:
```
10
Properties=species:S:1:pos:R:3:mulliken_charge:R:1
H 2.559 0.831 0.022 0.309
F 0.392 -1.652 0.002 -0.240
C -1.465 0.480 -0.006 -0.177
C 0.890 -0.408 0.000 0.420
C -0.153 0.631 0.005 0.315
C 2.200 -0.175 -0.005 -0.798
H 2.898 -1.009 0.001 0.303
F 0.327 1.884 -0.001 -0.266
F -2.066 -0.713 0.000 -0.217
H -2.169 1.335 0.016 0.351
```

Q: Which of them is the least stable? A: arrangement Q.

Arrangement P

C5H11PS | wB97M-V/def2-TZVPD

The net charge is 0. Its SMILES is CP1CCC[C@@H]1S.

The geometry in XYZ format:
```
18
Properties=species:S:1:pos:R:3:mulliken_charge:R:1
H -0.808 3.189 0.002 0.356
H -1.025 -2.404 1.011 0.259
C 1.066 0.003 -0.385 -0.364
H -1.730 -0.200 1.869 0.328
H 0.585 -0.061 -1.368 0.364
H 3.202 -0.055 0.352 0.126
C -1.303 -0.226 0.789 -0.596
H -1.526 1.955 -1.037 0.368
H -1.309 -1.844 -0.638 0.321
C -0.657 2.290 -0.508 -1.060
H 0.123 2.274 -1.162 0.302
H 1.292 -2.119 -0.617 0.367
H -2.197 0.160 0.336 0.396
C 0.783 -1.491 0.106 -0.773
P 0.028 1.039 0.705 0.040
S 2.794 0.652 -0.682 -0.165
C -0.795 -1.606 0.239 -0.644
H 1.478 -1.556 0.986 0.376
```

Arrangement Q

C5H11PS | wB97M-V/def2-TZVPD

The net charge is 0. Its SMILES is CP1(=S)CCCC1.

The geometry in XYZ format:
```
18
Properties=species:S:1:pos:R:3:mulliken_charge:R:1
H 0.785 2.076 -0.051 0.421
C 1.297 0.106 -1.044 -0.645
C -1.990 1.058 0.758 -1.014
H -0.995 -0.846 -1.132 0.281
H -2.702 0.358 0.284 0.315
C -0.460 -1.282 -0.151 -0.670
H 1.666 1.030 0.877 0.377
H 1.670 -1.896 -0.155 0.412
H -0.939 -2.227 0.191 0.346
S 0.236 -0.135 3.004 -0.454
H -1.738 1.842 0.189 0.392
P -0.424 0.214 1.033 0.411
C 0.944 0.978 0.129 -0.743
H 2.350 0.246 -1.378 0.307
H 0.631 0.358 -1.841 0.294
C 1.003 -1.340 -0.718 -0.634
H 0.965 -1.817 -1.727 0.275
H -2.300 1.277 1.732 0.330
```

Q: Which of them is the least stable? A: arrangement P.